C2H4N2O4 | the ωB97M-V functional and the def2-TZVPD basis

As for the relative energy (zero: lowest compared OMol25 entry of this formula, charge and spin): 128.3 kcal per mole. The value obtained for the highest occupied orbital energy is -0.3901 Eh. As for the SMILES: CC(=O)NO[N+](=O)[O-]. The gap between HOMO and LUMO comes out at 10.6 eV. The molecular weight is 120.064 g mol⁻¹.

Last column: Mulliken charge in e.
Positions of all 12 atoms, in Å:
C  -0.915  1.019  1.618  -0.898
C  -0.170  0.946  0.240  0.528
O  -0.130  1.869  -0.482  -0.490
N  0.180  -0.297  -0.015  -0.102
O  1.177  -0.460  -1.243  -0.265
N  0.894  -1.554  -2.122  1.122
O  0.129  -2.385  -1.713  -0.503
O  1.515  -1.515  -3.134  -0.518
H  -0.713  1.991  2.186  0.274
H  -1.942  0.911  1.542  0.268
H  -0.594  0.220  2.283  0.307
H  0.570  -0.745  0.841  0.277

=====

C6H7NO | the ωB97M-V functional and the def2-TZVPD basis

As for the relative energy (zero: lowest compared OMol25 entry of this formula, charge and spin): 23.3 kcal per mole. The value obtained for the highest occupied orbital energy is -0.3647 Eh. As for the SMILES: C=C(C)CC(=O)C#N. The gap between HOMO and LUMO comes out at 9.5 eV. The molecular weight is 109.128 g mol⁻¹.

Last column: Mulliken charge in e.
Positions of all 15 atoms, in Å:
C  -0.240  -1.022  1.634  -1.026
C  0.204  -0.699  0.430  0.892
C  1.595  -0.978  -0.040  -1.246
C  -0.686  0.019  -0.553  -0.872
C  -0.337  1.490  -0.669  0.741
O  0.753  1.978  -0.533  -0.501
C  -1.515  2.284  -0.993  0.053
N  -2.464  2.872  -1.243  -0.320
H  -1.245  -0.802  1.953  0.274
H  0.386  -1.526  2.349  0.282
H  2.094  -0.043  -0.290  0.306
H  2.169  -1.488  0.728  0.363
H  1.577  -1.598  -0.937  0.313
H  -1.738  -0.082  -0.280  0.409
H  -0.554  -0.404  -1.556  0.331

=====

C9H14 | the ωB97M-V functional and the def2-TZVPD basis

As for the relative energy (zero: lowest compared OMol25 entry of this formula, charge and spin): 8.5 kcal per mole. The value obtained for the highest occupied orbital energy is -0.3309 Eh. As for the SMILES: Cc1ccccc1.CC. The gap between HOMO and LUMO comes out at 10.0 eV. The molecular weight is 122.211 g mol⁻¹.

Last column: Mulliken charge in e.
Positions of all 23 atoms, in Å:
C  -0.438  -2.089  2.460  -1.315
C  -0.014  -0.901  1.650  0.682
C  1.141  -0.930  0.883  -0.309
C  1.646  0.206  0.263  -0.518
C  0.892  1.374  0.302  -0.514
C  -0.368  1.375  0.892  -0.458
C  -0.774  0.257  1.603  -0.361
H  -0.342  -2.994  1.850  0.323
H  -1.437  -1.970  2.867  0.347
H  0.243  -2.263  3.292  0.296
H  1.665  -1.871  0.767  0.346
H  2.531  0.156  -0.364  0.384
H  1.327  2.286  -0.075  0.419
H  -1.000  2.236  0.750  0.391
H  -1.714  0.305  2.137  0.284
C  -0.169  1.059  -3.310  -0.509
C  -1.287  -0.018  -3.296  -0.828
H  -0.408  1.861  -4.001  0.316
H  -0.174  1.525  -2.328  0.002
H  0.793  0.561  -3.424  0.244
H  -2.239  0.316  -3.697  0.299
H  -0.992  -0.899  -3.867  0.265
H  -1.478  -0.322  -2.265  0.217

=====

C12H28ClINNbO11PS3 | the ωB97M-V functional and the def2-TZVPD basis

The value obtained for the highest occupied orbital energy is -0.1655 Eh. The gap between HOMO and LUMO comes out at 5.9 eV. The total charge is -1. The molecular weight is 744.790 g mol⁻¹.

Last column: Mulliken charge in e.
Positions of all 59 atoms, in Å:
C  -1.934  3.366  -2.361  -0.744
C  -0.464  4.057  -2.088  -0.324
O  -0.018  3.840  -0.686  -0.192
C  0.672  2.530  -0.559  -0.448
Nb  1.499  2.314  1.600  -0.294
N  2.386  4.275  1.570  -0.714
I  0.147  -0.214  1.879  -0.121
C  3.345  1.335  0.651  -0.306
C  2.996  0.055  -0.315  -0.188
C  3.866  0.051  -1.742  -0.391
O  5.293  -0.338  -1.519  -0.527
C  2.252  2.013  3.729  -0.523
C  3.591  2.874  4.125  0.433
O  3.368  4.092  4.692  -0.554
Cl  5.325  2.201  3.866  -0.230
P  -0.687  3.434  2.380  0.190
S  -1.438  2.604  3.978  -0.460
H  -1.727  2.251  -2.684  0.170
H  -2.454  3.890  -3.291  0.311
H  -2.631  3.449  -1.413  0.190
H  -0.501  5.219  -2.317  0.249
H  0.353  3.556  -2.797  0.245
H  -0.091  1.641  -0.679  0.183
H  1.604  2.446  -1.271  0.284
H  2.002  4.856  0.782  0.238
H  2.125  4.737  2.473  0.286
H  4.173  1.062  1.466  0.268
H  3.850  2.177  -0.017  0.201
H  1.863  -0.004  -0.657  0.061
H  3.314  -0.932  0.265  0.315
H  3.397  -0.785  -2.453  0.250
H  3.785  1.076  -2.305  0.217
H  5.565  -0.702  -2.435  0.312
H  2.473  0.847  3.850  0.375
H  1.392  2.302  4.479  0.328
H  -0.518  4.884  2.540  0.033
H  -1.661  3.248  1.301  -0.054
C  -4.613  -2.687  2.289  -0.389
C  -4.445  -4.121  1.796  -0.377
O  -3.482  -4.046  0.748  -0.282
S  -2.432  -2.842  1.079  0.944
O  -1.258  -3.422  1.692  -0.489
O  -2.370  -1.962  -0.065  -0.479
O  -3.307  -2.113  2.246  -0.231
H  -5.259  -2.112  1.617  0.282
H  -5.016  -2.643  3.305  0.313
H  -5.382  -4.548  1.429  0.312
H  -4.037  -4.763  2.584  0.289
C  -2.176  -3.670  -2.673  -0.065
C  -1.502  -4.823  -1.933  -0.295
O  -0.934  -5.640  -2.954  -0.359
S  -0.486  -4.693  -4.204  1.061
O  0.927  -4.416  -4.077  -0.524
O  -1.080  -5.219  -5.412  -0.544
O  -1.309  -3.356  -3.761  -0.327
H  -3.142  -3.979  -3.086  0.300
H  -2.317  -2.795  -2.033  0.184
H  -2.206  -5.397  -1.326  0.262
H  -0.686  -4.460  -1.299  0.343

=====

C17H20F3N3O4S2 | the ωB97M-V functional and the def2-TZVPD basis

As for the relative energy (zero: lowest compared OMol25 entry of this formula, charge and spin): 0.0 kcal per mole. The value obtained for the highest occupied orbital energy is -0.3231 Eh. As for the SMILES: CCOC(=O)C1CCN(S(=O)(=O)c2ccc(-c3cc(C(F)(F)F)n(C)n3)s2)CC1. The gap between HOMO and LUMO comes out at 8.8 eV. The molecular weight is 451.492 g mol⁻¹.

Last column: Mulliken charge in e.
Positions of all 49 atoms, in Å:
C  -0.339  -2.202  -0.441  -0.993
C  0.861  -3.130  -0.462  -0.526
O  2.048  -2.349  -0.286  -0.059
C  3.193  -3.028  -0.205  -0.030
O  3.246  -4.229  -0.280  -0.625
C  4.423  -2.156  -0.006  0.710
C  4.661  -1.183  -1.170  -1.346
C  3.693  -0.004  -1.139  -0.360
N  3.768  0.652  0.147  -0.042
S  3.141  2.186  0.177  1.368
O  3.746  2.928  -0.886  -0.733
O  3.233  2.672  1.518  -0.699
C  1.427  1.975  -0.247  -0.182
C  0.849  2.246  -1.452  -0.268
C  -0.504  1.869  -1.497  -0.791
C  -0.934  1.300  -0.325  0.470
C  -2.231  0.762  -0.022  0.330
C  -3.396  0.780  -0.818  -0.610
C  -4.336  0.117  -0.058  -0.411
C  -5.758  -0.194  -0.355  0.831
F  -6.009  -1.519  -0.332  -0.259
F  -6.126  0.248  -1.559  -0.280
F  -6.605  0.351  0.540  -0.259
N  -3.732  -0.254  1.100  0.628
C  -4.305  -0.969  2.204  -0.907
N  -2.474  0.128  1.124  -0.777
S  0.337  1.242  0.857  -0.062
C  3.419  -0.201  1.259  -0.299
C  4.386  -1.379  1.319  -1.315
H  -1.245  -2.781  -0.593  0.532
H  -0.407  -1.681  0.511  0.223
H  -0.258  -1.462  -1.234  0.263
H  0.934  -3.668  -1.413  0.324
H  0.808  -3.872  0.342  0.344
H  5.258  -2.865  0.030  0.327
H  4.571  -1.705  -2.123  0.413
H  5.678  -0.798  -1.082  0.437
H  3.971  0.741  -1.886  0.596
H  2.670  -0.351  -1.342  0.140
H  1.390  2.709  -2.256  0.547
H  -1.133  2.006  -2.357  0.451
H  -3.534  1.211  -1.787  0.500
H  -3.535  -1.056  2.967  0.356
H  -4.628  -1.964  1.892  0.316
H  -5.162  -0.427  2.608  0.316
H  3.495  0.409  2.160  0.543
H  2.388  -0.570  1.163  0.014
H  4.103  -2.043  2.138  0.435
H  5.389  -0.998  1.513  0.422

=====

C30H66F9N3O12 | the ωB97M-V functional and the def2-TZVPD basis

The value obtained for the highest occupied orbital energy is -0.1992 Eh. The gap between HOMO and LUMO comes out at 3.9 eV. The molecular weight is 831.849 g mol⁻¹.

Last column: Mulliken charge in e.
Positions of all 120 atoms, in Å:
C  4.350  4.204  3.058  -0.827
O  2.957  4.018  3.312  -0.463
C  2.354  3.813  2.033  -0.957
C  0.848  3.421  1.908  0.669
N  0.158  4.237  2.993  -0.099
H  0.799  4.421  3.751  0.439
H  -0.007  5.180  2.672  0.430
C  -1.207  3.906  3.634  -0.750
C  -1.099  2.721  4.614  -0.650
O  -0.144  1.785  4.203  -0.113
C  -0.106  0.697  5.116  -0.855
H  4.441  4.930  2.250  0.389
H  5.032  3.384  2.832  0.279
H  4.675  4.672  3.986  0.300
H  2.874  3.085  1.410  0.368
H  2.446  4.809  1.600  0.814
H  0.736  2.369  2.170  -0.600
H  0.398  3.508  0.919  0.089
H  -1.933  3.712  2.844  0.308
H  -1.594  4.769  4.176  0.441
H  -2.088  2.309  4.814  0.326
H  -0.584  3.159  5.469  0.589
H  -0.909  -0.038  5.067  0.247
H  -0.150  1.055  6.144  0.425
H  0.818  0.118  5.106  0.126
C  -4.234  2.310  -0.182  -0.452
O  -3.530  2.254  -1.461  -0.377
C  -2.395  3.105  -1.657  0.219
C  -1.767  2.741  -3.001  -0.817
N  -1.250  1.270  -3.116  0.949
H  -0.708  0.967  -2.319  -0.534
H  -2.005  0.599  -3.118  0.563
C  -0.390  1.022  -4.302  -0.926
C  0.034  -0.444  -4.317  -0.673
O  -1.044  -1.286  -3.927  -0.310
C  -1.029  -2.504  -4.663  -1.008
H  -4.543  3.344  -0.030  0.410
H  -3.664  2.003  0.695  -0.003
H  -5.109  1.662  -0.233  0.170
H  -1.748  2.765  -0.848  -0.331
H  -2.719  4.145  -1.703  0.485
H  -0.948  3.407  -3.273  0.419
H  -2.437  2.781  -3.860  0.504
H  0.454  1.706  -4.210  0.286
H  -0.980  1.209  -5.199  0.573
H  0.846  -0.660  -3.622  0.146
H  0.464  -0.692  -5.287  0.782
H  -1.573  -3.258  -4.095  0.289
H  -0.032  -2.945  -4.664  0.397
H  -1.303  -2.506  -5.718  0.383
C  -5.285  -1.115  2.163  -0.880
O  -3.965  -0.802  1.574  -0.245
C  -3.084  -0.175  2.445  -1.159
C  -1.754  0.107  1.737  1.993
N  -0.961  -1.164  1.315  1.059
H  -0.035  -0.904  1.007  -0.547
H  -0.812  -1.690  2.164  -0.011
C  -1.677  -1.982  0.200  -0.387
C  -0.662  -2.956  -0.479  -0.786
O  -0.133  -3.654  0.616  -0.170
C  1.065  -4.243  0.292  -0.854
H  -5.908  -1.599  1.411  0.259
H  -5.706  -0.184  2.543  0.330
H  -5.273  -1.780  3.026  0.331
H  -2.904  -0.907  3.232  0.727
H  -3.404  0.720  2.979  0.642
H  -1.166  0.788  2.351  -1.613
H  -1.951  0.603  0.787  -0.066
H  -2.049  -1.263  -0.530  0.204
H  -2.536  -2.574  0.518  0.457
H  0.073  -2.546  -1.171  0.228
H  -1.269  -3.557  -1.156  0.517
H  1.438  -4.649  1.233  0.215
H  1.804  -3.492  0.013  0.273
H  1.005  -4.997  -0.492  0.395
C  0.267  0.761  -8.223  0.127
O  1.112  0.982  -7.100  -0.106
O  -0.166  1.966  -8.783  -0.904
C  0.777  -0.333  -9.246  0.779
F  1.680  -1.148  -8.677  -0.287
F  -0.203  -1.174  -9.619  -0.312
F  1.392  0.020  -10.386  -0.286
C  2.466  1.310  -7.311  -0.601
C  3.239  0.790  -6.050  -0.739
H  3.605  -0.228  -6.187  0.270
H  4.185  1.323  -5.959  0.446
H  2.558  0.955  -5.216  -0.127
H  2.391  2.384  -7.478  0.347
H  2.949  1.001  -8.238  0.412
H  -0.590  0.377  -7.669  0.002
C  1.648  0.450  -0.637  -0.644
O  1.836  0.504  0.759  0.453
O  0.293  0.453  -0.785  -0.492
C  2.408  1.786  -1.248  0.569
F  1.748  2.945  -1.336  -0.303
F  3.591  2.013  -0.733  -0.308
F  2.590  1.499  -2.494  -0.310
C  2.956  -0.101  1.412  -0.704
C  2.758  -0.092  2.996  -0.290
H  1.818  -0.601  3.212  -0.381
H  3.565  -0.665  3.453  0.537
H  2.728  0.934  3.360  0.152
H  3.934  0.263  1.097  0.393
H  2.855  -1.155  1.153  0.129
H  2.133  -0.426  -1.068  0.299
C  0.083  -3.581  4.069  0.523
O  -0.615  -4.817  4.061  -0.292
O  -0.864  -2.533  3.877  -0.845
C  0.916  -3.457  5.370  0.543
F  2.042  -4.142  5.435  -0.337
F  1.359  -2.270  5.547  -0.196
F  0.235  -3.730  6.476  -0.331
C  0.073  -6.037  3.921  -0.011
C  -0.847  -7.198  4.386  -1.359
H  -1.235  -6.911  5.363  0.329
H  -1.783  -7.261  3.829  0.311
H  -0.401  -8.192  4.348  0.374
H  1.030  -6.139  4.432  0.319
H  0.370  -6.171  2.881  0.127
H  0.808  -3.574  3.256  -0.258